ORCA calculation (ωB97M-V/def2-TZVPD) on C85H192AsF6N6OP2 as an isolated structure.

Last column: Mulliken charge in e.
Cartesian coordinates (Å):
H -2.400 4.196 -4.473  0.156
H -2.821 -3.708 1.240  -0.482
H 5.402 -2.639 -5.317  0.425
H 2.764 4.264 -6.760  0.431
H 1.553 2.989 -3.117  0.496
H 0.643 -1.874 4.003  0.213
O 6.078 2.782 -2.819  -0.010
H -2.222 -0.295 5.670  -0.103
C -7.240 -4.232 -1.512  -0.485
H 3.142 -4.463 1.539  0.590
H -6.703 0.469 0.415  0.424
H -3.759 4.499 -3.441  0.513
H -1.952 -1.688 2.645  -0.102
H -4.351 -7.861 0.354  0.467
H -2.933 -12.934 0.897  0.279
H 5.652 4.001 1.565  0.498
H -2.126 3.906 -1.456  -0.878
C -3.652 -9.807 2.445  -0.929
N 3.988 -0.359 6.550  0.523
C 1.747 2.401 -4.014  -0.236
P -2.182 3.171 3.464  0.487
C -3.954 1.576 1.963  1.070
H -1.917 -10.988 1.071  0.363
H -5.265 -1.846 1.123  -0.325
C -4.969 -10.406 0.267  -0.508
H -0.564 -4.649 0.205  0.248
H -2.842 -2.959 3.489  0.636
C 3.501 1.004 7.091  -0.908
H -0.229 1.845 4.085  0.662
H 2.129 -3.065 1.004  -0.524
H -9.071 -1.713 -1.332  0.358
C -2.046 3.581 -2.493  2.526
H -2.167 1.386 -9.824  0.352
H -1.221 0.636 -7.900  0.376
C -5.740 0.973 0.333  -1.432
H 6.011 -1.043 -4.650  0.275
H -0.639 6.912 5.167  0.258
H -1.117 2.790 1.233  0.245
C -3.402 -2.804 1.424  0.883
C 4.540 5.843 1.813  -1.308
H 9.240 -5.188 0.483  0.333
C -2.553 0.576 6.236  0.360
H -4.837 -4.657 0.064  0.372
C 3.908 -2.740 2.384  0.044
H -5.125 -12.126 1.578  0.337
H 4.982 1.045 5.151  0.547
C 6.023 2.753 -4.276  -0.298
H -7.046 -5.746 0.638  0.342
C -1.616 -2.453 -3.745  -0.627
C -2.198 4.646 4.511  -1.211
H -1.655 2.477 6.485  0.680
H -2.472 -7.324 1.817  0.467
H 6.569 0.159 8.267  0.312
C 0.058 1.541 -9.291  -0.656
H -8.763 -3.246 -2.811  0.298
H -2.688 1.563 -3.474  0.259
H -2.614 -0.575 -3.790  0.795
H -2.124 5.611 -6.049  0.303
H 6.051 -2.550 -3.681  0.443
H 7.068 0.729 6.093  0.354
C -4.897 -2.852 1.327  0.409
C 6.592 3.864 -0.708  -0.570
H -0.767 7.023 -0.335  0.577
C 5.496 6.048 -1.216  -1.004
F 2.295 -0.549 0.254  -0.386
H -2.546 7.244 -6.585  0.458
H -3.623 7.781 4.758  0.406
H 3.596 0.296 -4.839  -0.812
C 6.390 -4.209 0.724  -0.934
H -2.018 -4.019 -2.433  0.471
H 4.241 1.799 6.996  0.400
C 2.830 -1.095 5.795  -0.746
C -2.132 -7.739 0.868  -0.426
H 7.001 4.582 -2.878  0.438
H 6.939 -1.407 7.737  0.381
H 6.447 6.471 -0.892  0.434
C -7.536 -2.454 -0.018  -0.333
H -0.444 5.348 2.835  -0.116
H -6.932 -1.766 -0.609  0.120
C 5.093 -2.093 1.629  -0.842
C -1.114 6.330 0.431  -1.200
C -3.807 2.524 3.163  -1.681
H -3.618 -1.371 3.004  0.186
H -3.345 -12.704 -0.855  0.325
C -0.029 -1.769 4.854  -0.023
H -2.522 6.334 -2.365  0.045
H -0.487 1.315 6.158  -0.158
C 4.016 -3.453 -0.048  -0.145
H 2.431 1.627 -3.667  -0.150
H 3.330 -1.965 2.887  -0.120
H -3.796 2.366 -2.290  0.713
H -2.703 4.180 5.357  0.928
H 5.924 -4.904 1.422  0.513
C -1.450 7.633 5.063  -1.012
C -1.301 1.806 4.278  -0.140
C -1.178 -0.464 -5.371  -1.455
H -3.562 0.888 5.968  0.358
H -1.820 0.310 -5.791  0.631
H -2.633 6.236 3.000  0.092
H -3.917 2.037 4.131  0.097
C 3.773 2.669 -0.068  -0.704
H -2.658 -9.505 2.776  0.351
C -1.483 1.618 5.837  -0.437
C -1.426 3.614 1.876  -0.526
H -1.459 0.103 8.017  0.243
H -1.180 4.966 4.733  0.453
H -3.131 6.480 5.954  0.347
H 4.715 5.890 2.888  0.471
H -2.833 8.445 -2.975  0.394
C 4.811 -1.177 7.565  -0.556
C -2.909 7.000 5.022  -0.731
H 0.830 2.304 -9.383  0.396
H 4.124 1.754 -0.546  0.176
H -2.419 1.504 -1.841  0.085
C -2.148 5.992 -3.330  -0.850
C 6.441 -0.162 6.121  -0.486
H -6.053 2.048 2.154  0.582
H -1.558 -6.630 -1.001  0.526
H -3.102 -0.578 8.075  0.392
H -1.246 8.174 4.138  0.276
C -0.208 4.622 2.058  -0.445
H 2.645 1.370 6.524  0.314
H -3.140 -8.572 -0.796  0.344
H -1.158 1.969 -11.114  0.408
H -0.149 -2.390 7.017  0.456
C -3.377 -12.278 0.148  -0.472
H -9.512 -4.404 -1.686  0.275
H -5.654 0.298 2.250  0.406
H -2.565 -5.697 0.124  -1.087
C -4.809 -11.875 0.566  -0.809
H 4.987 -0.694 4.656  -0.506
F 0.228 -1.749 1.273  -0.608
H 3.139 -2.017 5.302  0.287
C -2.503 0.272 7.751  -1.517
H -1.273 -1.264 -6.104  0.815
H -0.620 -2.896 -3.751  0.134
H -3.671 -10.810 2.872  0.424
C 8.315 -6.242 1.901  -1.162
C 6.253 -0.584 7.535  -0.877
C -2.671 4.559 -3.482  -0.622
C -3.410 -8.400 0.246  -1.005
C 7.667 -3.753 1.414  -0.321
N -2.779 6.949 -4.403  0.423
H 2.696 2.525 0.013  -0.082
C -4.637 8.279 -5.132  -0.680
C -1.596 -0.948 -3.899  -0.166
H 3.404 -1.084 -5.921  0.635
H 7.538 4.241 -0.321  0.542
H -1.080 -0.425 -3.095  -0.504
H 7.524 -6.569 1.225  0.269
C -2.701 -10.945 0.316  -0.590
H 1.115 3.848 -6.457  0.160
H -2.258 4.065 1.335  0.709
C -5.427 1.246 1.762  -0.498
H 3.465 5.673 1.752  0.180
N 5.433 -3.012 0.396  0.457
H -5.330 -3.186 2.270  0.561
H -4.903 -10.137 -0.787  0.412
H -3.273 -2.871 -2.487  0.178
H -6.549 -3.746 -2.200  0.244
C 5.618 4.984 1.097  -0.482
C -8.657 -3.749 -1.849  -0.617
H 4.382 -3.334 3.166  0.521
H 2.535 -0.357 5.050  0.424
H -1.396 6.910 1.309  0.066
H -7.069 -5.307 -1.570  0.474
H 0.938 6.057 1.116  0.410
H 6.830 -1.594 -0.190  0.400
H 7.404 -3.556 2.453  0.314
H 3.601 -2.835 -0.843  -0.416
H 7.899 -6.108 2.899  0.296
H -9.741 -2.936 -0.234  0.416
H -1.060 6.053 -3.319  0.452
H 1.363 -0.442 7.310  0.405
H -4.008 5.594 3.752  0.402
F 0.261 -1.439 -1.203  -0.368
C -2.973 5.859 3.965  -0.359
H 6.521 -4.743 -0.217  0.491
H -0.825 -2.464 4.586  0.241
H 1.754 0.997 -7.198  0.401
C 6.025 -2.110 -0.714  -0.694
H 6.294 -2.733 -1.567  0.130
H 3.217 4.800 -0.450  0.481
H 5.300 -1.372 -1.059  0.303
C -2.091 6.667 -5.780  -0.945
As 0.482 -0.315 0.186  2.339
H 2.215 -1.907 7.632  0.524
H 0.683 4.087 2.387  0.368
C -2.762 2.208 -2.598  -1.809
H 6.896 -1.000 5.593  0.271
N 5.339 4.749 -0.409  0.277
H -1.774 -2.532 -1.561  0.021
H 8.228 -2.884 1.071  0.236
F -1.288 0.053 0.276  -0.439
N -3.708 -9.829 0.828  0.269
H 4.189 -0.961 8.434  0.482
H 4.169 2.784 0.941  0.388
C 0.389 1.796 -4.457  1.066
C 3.958 4.062 -0.756  -0.273
H -1.833 5.643 -0.015  0.162
H 5.300 1.985 -4.552  -0.369
C 2.641 3.107 -5.001  -0.120
H -2.239 -2.862 -4.540  0.548
H 1.641 -1.041 -3.444  0.076
H 4.025 -1.194 -2.997  0.057
H -5.631 8.654 -4.891  0.452
H -8.495 -4.888 0.930  0.384
H -7.130 -4.575 2.088  0.257
H -1.267 -8.398 0.951  0.318
H -3.495 2.065 1.104  -0.423
H -0.117 1.531 -3.529  -1.011
C -0.289 1.199 -7.857  -0.473
H 6.339 2.898 -0.270  0.281
H -4.614 6.982 -3.382  0.367
H 1.569 -1.974 -4.791  1.028
H 6.582 5.453 1.293  0.490
C 6.960 3.697 -2.243  -0.961
C 0.826 0.428 -7.134  -1.001
C 0.552 -2.167 6.213  -1.254
H 1.029 -0.514 -7.645  0.782
C -1.820 -6.489 0.048  0.893
H -1.000 3.443 -2.765  -0.774
C -3.400 9.205 -4.926  -0.846
C 1.722 -1.354 6.833  -0.805
H 4.071 -4.414 -0.560  0.572
N -6.848 -3.838 -0.044  0.566
H 3.160 2.343 -5.580  0.282
H -0.200 2.446 -5.104  0.354
H 5.897 -1.718 2.262  0.688
H 1.929 5.053 -5.402  0.402
H 0.920 -3.183 6.065  0.498
H -2.867 9.447 -5.846  0.344
C -5.358 -3.703 0.138  -1.046
H -5.764 1.909 -0.224  0.560
C -2.461 8.437 -3.999  -0.558
C -1.273 1.975 -10.030  -1.276
H -5.824 -9.935 0.751  0.423
H 3.340 0.843 8.157  0.317
C 0.053 5.468 0.877  -0.042
H -4.499 3.364 3.106  0.783
C 2.044 4.120 -5.955  -1.659
H 0.306 -6.258 0.315  0.611
H -3.082 -2.132 0.628  -0.387
H 9.573 -4.513 2.043  0.384
H 4.002 3.930 -1.837  0.064
C 8.763 -4.886 1.416  -0.659
H -7.680 -1.973 0.950  0.409
H 9.081 -7.017 1.925  0.396
H 3.442 -2.582 -3.885  0.480
H 5.658 3.728 -4.597  0.420
H 4.651 6.717 -1.049  0.390
H -1.030 6.892 -5.676  0.390
H 5.504 5.970 -2.303  0.292
H -4.680 8.027 -6.192  0.341
H 0.490 0.671 -9.786  0.454
H -0.321 -0.718 4.874  -0.148
H -3.360 0.664 2.016  -0.385
H -1.410 3.045 -9.872  0.297
H 4.672 6.854 1.430  0.401
H -4.732 6.021 -4.851  0.390
F 0.526 0.840 1.628  -0.598
H -5.118 0.300 -0.257  0.190
H -1.321 8.267 5.940  0.396
C -4.349 6.954 -4.439  -0.546
C -8.861 -2.645 -0.807  -0.806
H -2.303 -10.582 -0.632  0.326
H -3.655 10.221 -4.624  0.436
C 1.788 -0.941 -4.520  -1.177
C 5.110 0.013 5.477  0.044
H 3.436 3.626 -4.466  0.007
H 6.999 2.450 -4.654  0.418
C -0.562 -5.664 0.602  -1.577
C 3.138 -3.425 1.206  -0.303
C 3.244 -0.733 -4.901  0.516
H -4.845 -3.279 -0.725  -0.013
C -7.415 -4.812 1.063  -0.758
F 0.716 1.054 -0.925  -0.366
H 7.987 3.331 -2.243  0.462
H -1.612 0.852 3.851  -0.384
H -5.587 -12.329 -0.049  0.466
P 0.484 0.197 -5.362  0.844
H -0.505 2.165 -7.401  0.047
H -0.608 -5.714 1.690  0.388
H -4.437 -9.116 2.755  0.321
C 4.056 -1.686 -3.970  -0.566
H 4.573 -1.267 1.144  0.059
H 4.831 -2.248 7.364  0.370
C -2.925 -2.171 2.741  -1.111
H 0.395 4.906 0.008  -0.068
C 5.514 -1.991 -4.447  -1.447
H -1.405 8.706 -3.989  0.440
C -2.185 -2.943 -2.483  -1.078
H -2.825 1.123 8.352  0.407

## Properties
- Kohn-Sham gap (Ha) = 0.360
- molar mass (g/mol) = 1565.37
- DFT total energy (hartree) = -7272.660267
- charge = +7
- 2S+1 = 1